Record 1
ORCA calculation (ωB97M-V with the def2-TZVPD basis set) on a gas-phase ion, C5H13NS2 (charge -1) in a non-equilibrium geometry.

* <S²>: 0.754
* E_tot: -28555.4900 eV
* maximum force: 2.98 eV/Å
* net charge: -1
* HOMO level (spin up / spin down): -0.002 / -0.125 Eh
* orbital gap (spin up / spin down): 0.12419 / 0.24732 Ha
* energy relative to the best compared isomer or geometry (same formula, charge and spin): 17.52 kcal per mole
* E_LUMO (spin up / spin down): 3.34 / 3.33 eV
* 2S+1: 2

Geometry as XYZ:
```
21
Properties=species:S:1:pos:R:3:forces:R:3
S 4.2785 -0.8627 -1.1956 1.751 0.647 -2.323
S 2.7109 -1.3916 0.2557 -1.910 -0.684 1.909
C 1.0245 -1.0733 -0.4217 1.143 0.165 0.930
C 0.4545 0.3448 -0.1527 0.241 -0.850 -1.829
C 0.8313 1.2236 -1.3660 -1.132 0.615 0.804
N -0.9911 0.2956 -0.0190 -0.146 0.294 1.948
C -1.4482 -0.2083 1.2983 -1.221 1.097 -0.601
C -2.7686 0.5093 1.6534 0.524 1.051 -0.328
H 3.9827 -1.7567 -2.1736 0.149 0.140 0.367
H 0.4820 -1.8997 0.0445 -0.528 0.387 -0.192
H 1.0922 -1.2127 -1.4976 -0.168 -0.243 -0.167
H 0.9193 0.8314 0.7049 -0.331 -0.377 0.347
H 0.6903 0.6762 -2.2935 0.591 -0.055 -0.173
H 1.8093 1.6586 -1.1855 0.307 -0.328 -0.619
H 0.1106 2.0542 -1.4243 0.188 -0.018 0.184
H -1.4733 -0.1506 -0.7753 0.128 -0.339 -0.402
H -0.7029 0.0173 2.0553 0.223 -0.014 -0.134
H -1.7293 -1.2621 1.3918 0.697 -0.328 -0.368
H -2.8477 0.6488 2.7330 -0.602 -0.507 -0.012
H -2.8328 1.5227 1.2290 0.619 -0.107 0.136
H -3.5925 0.0350 1.1390 -0.522 -0.547 0.520
```
Forces are in eV/Å.



Record 2
ORCA calculation (ωB97M-V with the def2-TZVPD basis set) on a molecular structure, C16H25MgN3O4P2S2 in a non-equilibrium geometry.

* E_tot: -75348.1305 eV
* maximum force: 2.09 eV/Å
* net charge: 0
* HOMO level: -0.279 Eh
* orbital gap: 0.29157 Ha
* E_LUMO: 0.35 eV
* 2S+1: 1

Geometry as XYZ:
```
53
Properties=species:S:1:pos:R:3:forces:R:3
Mg -0.4380 -0.1373 -0.0185 0.961 -0.629 -0.291
C 1.0850 -3.5516 -1.3920 -0.352 0.261 0.144
P 1.2158 -1.9853 -0.4546 1.267 -1.060 0.093
C 2.2983 -1.0255 -1.5750 -0.144 0.062 0.021
C 2.4323 -2.4499 0.8577 -0.178 -0.032 -0.152
C 2.7413 -1.2407 1.7364 -0.030 0.251 0.109
P 1.2207 -0.2248 2.1043 0.744 -0.258 0.730
C 1.9108 0.8492 3.4334 -0.245 0.046 -0.417
C 0.3102 -1.4418 3.1137 -0.049 0.116 -0.061
H 2.0529 -3.8703 -1.7778 0.051 0.009 0.032
H 0.3981 -3.3596 -2.2123 -0.033 -0.086 -0.110
H 0.6646 -4.3257 -0.7514 0.012 -0.047 -0.016
H 3.2500 -1.5360 -1.7349 0.006 0.042 0.030
H 2.4748 -0.0294 -1.1673 0.104 0.051 -0.018
H 1.7688 -0.9251 -2.5194 0.050 0.051 -0.067
H 3.3502 -2.8526 0.4138 -0.128 -0.034 0.026
H 1.9716 -3.2444 1.4544 0.049 0.055 -0.027
H 3.4570 -0.5825 1.2326 0.009 -0.044 0.058
H 3.1891 -1.5646 2.6831 0.013 0.121 -0.088
H 2.3816 0.2525 4.2133 0.003 -0.071 0.004
H 1.0912 1.4259 3.8586 0.011 0.033 0.032
H 2.6452 1.5284 3.0051 0.059 0.088 0.024
H 0.9825 -1.9119 3.8332 0.014 -0.107 -0.043
H -0.1477 -2.1761 2.4527 -0.037 -0.126 0.113
H -0.4851 -0.9088 3.6306 -0.008 -0.077 -0.046
O 0.3143 -1.7922 -4.1526 0.095 -0.200 0.026
C -0.6814 -1.0716 -4.7426 -0.306 0.242 -0.169
C -1.0312 -1.3111 -6.0670 0.063 -0.077 0.022
C -2.0082 -0.5565 -6.6898 -0.013 -0.023 0.075
C -2.6467 0.4539 -5.9897 -0.095 0.083 -0.110
C -2.3027 0.6989 -4.6745 0.073 -0.129 -0.115
C -1.3317 -0.0593 -4.0274 0.053 -0.293 -0.128
C -1.0752 0.2009 -2.5930 -0.216 0.444 -0.098
O -0.7927 -0.7487 -1.7974 0.009 -0.523 -0.717
N -1.2363 1.4485 -2.2232 -0.361 0.929 -1.067
N -0.9649 1.6192 -0.9140 0.407 0.074 0.864
C -1.4336 2.5624 -0.1980 -0.473 0.118 -0.274
S -1.0935 2.1603 1.5773 0.209 2.081 -0.004
C -2.3148 3.4156 2.1201 0.352 -0.051 -0.037
C -2.4630 4.5213 1.1031 0.123 0.062 -0.492
S -2.5666 3.8161 -0.5927 0.113 -0.031 0.101
H 0.6292 -2.4540 -4.7818 -0.037 0.136 0.059
H -0.5342 -2.1084 -6.6074 0.064 -0.017 -0.043
H -2.2716 -0.7644 -7.7174 -0.009 -0.013 -0.040
H -3.4207 1.0402 -6.4618 -0.029 0.056 -0.052
H -2.7851 1.4809 -4.1109 -0.056 0.044 0.054
H -1.9948 3.7895 3.0896 0.075 -0.029 0.027
H -3.2378 2.8523 2.2410 0.049 -0.195 0.002
H -1.6149 5.2038 1.1247 -0.049 0.075 0.057
H -3.3803 5.0872 1.2622 0.058 -0.006 0.071
O -1.3527 1.1225 3.0305 0.053 -0.128 0.984
N -2.0902 0.8255 1.7918 -1.572 -0.291 0.019
O -1.7817 -0.2993 1.1967 -0.730 -0.952 0.903
```
Forces are in eV/Å.



Record 3
ORCA calculation (ωB97M-V with the def2-TZVPD basis set) on C18H20N4 in the gas phase in a non-equilibrium geometry.

* E_tot: -24949.4284 eV
* maximum force: 1.23 eV/Å
* net charge: 0
* HOMO level: -0.266 Eh
* structure (SMILES): C(=C\c1ccccc1)/C=N/N1CCN(c2ccccn2)CC1
* orbital gap: 0.28188 Ha
* energy relative to the best compared isomer or geometry (same formula, charge and spin): 55.03 kcal per mole
* E_LUMO: 0.43 eV
* 2S+1: 1

Geometry as XYZ:
```
42
Properties=species:S:1:pos:R:3:forces:R:3
C 0.5553 -1.6349 -2.3802 0.443 -1.146 0.081
C 1.2776 -2.6116 -1.8007 -0.399 0.848 -0.163
C 1.4811 -3.9553 -2.2940 0.124 -0.660 -0.201
C 0.9222 -4.4328 -3.4840 0.045 0.083 0.123
C 1.1491 -5.7278 -3.9044 -0.037 -0.036 -0.085
C 1.9387 -6.5832 -3.1522 0.058 -0.073 0.049
C 2.5015 -6.1284 -1.9706 0.036 -0.197 -0.060
C 2.2756 -4.8339 -1.5484 -0.134 0.245 -0.069
H 2.7178 -4.4855 -0.6254 0.029 0.050 0.078
H 3.1186 -6.7885 -1.3777 0.040 -0.036 0.041
H 2.1135 -7.5958 -3.4848 0.013 -0.072 -0.022
H 0.7072 -6.0767 -4.8271 -0.032 -0.013 -0.059
H 0.3036 -3.7846 -4.0857 -0.063 0.062 -0.061
H 1.7632 -2.3748 -0.8634 0.046 0.028 0.096
C 0.3889 -0.3211 -1.8281 -0.327 1.132 0.260
N 0.9353 -0.0100 -0.7095 0.106 -0.591 -0.172
N 0.8562 1.1873 -0.1625 -0.084 0.534 0.115
C 1.3348 1.2879 1.1940 -0.006 0.055 0.329
C 0.1930 1.6299 2.1514 0.109 -0.179 0.158
N -0.4582 2.8490 1.7194 0.233 -0.165 -0.165
C -1.5501 3.3431 2.3670 -0.257 0.235 0.179
N -2.1441 4.4032 1.8095 0.193 -0.074 -0.120
C -3.1917 4.9386 2.4094 -0.205 0.039 0.163
C -3.7241 4.4702 3.5954 -0.051 -0.026 0.096
C -3.1125 3.3669 4.1804 -0.016 0.126 -0.148
C -2.0194 2.7899 3.5729 0.059 -0.089 -0.018
H -1.5404 1.9338 4.0180 0.059 -0.082 0.023
H -3.4916 2.9593 5.1071 -0.005 -0.034 0.051
H -4.5809 4.9429 4.0472 -0.072 0.063 0.015
H -3.6205 5.7920 1.8989 -0.110 0.073 0.048
C -0.0888 3.3553 0.4175 0.040 0.068 -0.324
C -0.0569 2.2268 -0.6072 0.007 -0.100 -0.186
H -1.0673 1.8077 -0.7254 0.024 0.019 -0.048
H 0.2704 2.6132 -1.5798 -0.105 -0.002 0.001
H 0.8910 3.8447 0.4657 -0.089 0.037 -0.075
H -0.8354 4.1008 0.1403 0.257 -0.127 -0.084
H -0.5243 0.7965 2.1652 0.076 0.021 0.062
H 0.5957 1.7557 3.1638 -0.028 -0.088 -0.029
H 2.1165 2.0531 1.2596 -0.013 -0.079 0.088
H 1.7705 0.3237 1.4571 -0.039 0.142 -0.010
H -0.2181 0.3764 -2.4094 0.096 0.099 0.134
H 0.0467 -1.8034 -3.3192 -0.021 -0.092 -0.089
```
Forces are in eV/Å.



Record 4
ORCA calculation (ωB97M-V with the def2-TZVPD basis set) on a molecular structure, C36H50N3OPbS2Sb.

* E_tot: -78114.3303 eV
* maximum force: 0.49 eV/Å
* net charge: 0
* HOMO level (spin up / spin down): -0.260 / -0.260 Eh
* orbital gap (spin up / spin down): 0.21132 / 0.21130 Ha
* E_LUMO (spin up / spin down): -1.34 / -1.34 eV
* 2S+1: 1

Geometry as XYZ:
```
94
Properties=species:S:1:pos:R:3:forces:R:3
Pb -0.1931 -0.4090 -1.6231 0.285 -0.178 0.202
C -0.1782 4.0119 -3.4831 0.024 0.018 0.018
C -0.6363 2.7625 -2.7831 0.065 0.043 0.060
N 0.2265 1.9398 -2.2872 -0.091 -0.090 -0.031
N 1.5449 2.3552 -2.4039 0.030 0.107 -0.006
C 2.4273 1.4445 -2.6049 -0.135 0.125 0.030
S 2.2083 -0.2588 -2.7612 -0.046 -0.143 -0.105
S 4.0949 2.0781 -2.7738 0.033 -0.095 0.021
C 4.5239 2.2192 -1.0033 -0.001 0.097 -0.016
C 4.9802 0.9410 -0.3692 -0.012 -0.029 0.000
C 4.0669 0.0886 0.2401 -0.002 0.014 -0.020
C 4.4837 -1.0984 0.8211 0.008 -0.027 0.006
C 5.8244 -1.4518 0.7906 -0.009 -0.028 0.004
C 6.7436 -0.6114 0.1791 -0.002 0.020 -0.005
C 6.3226 0.5771 -0.3960 -0.014 -0.005 0.013
C -2.0792 2.5094 -2.6771 -0.030 -0.082 -0.024
C -2.9340 3.6097 -2.5220 -0.040 -0.002 -0.011
C -4.3015 3.4653 -2.4420 0.019 0.069 0.004
C -4.8527 2.1908 -2.5717 0.013 -0.044 -0.006
C -4.0394 1.0942 -2.7402 -0.023 0.018 -0.006
C -2.6360 1.2133 -2.7648 0.003 0.003 0.058
O -1.9199 0.1166 -2.8949 0.057 -0.125 -0.045
H 0.6144 3.7672 -4.1878 -0.014 0.007 0.002
H 0.2573 4.7070 -2.7622 0.016 0.002 -0.001
H -0.9993 4.4890 -4.0088 0.012 -0.002 0.009
H 3.6586 2.6416 -0.4924 -0.008 0.010 -0.012
H 5.3184 2.9653 -0.9834 0.010 -0.001 0.014
H 3.0157 0.3549 0.2427 -0.015 0.018 0.005
H 3.7607 -1.7516 1.2928 -0.009 -0.013 0.007
H 6.1514 -2.3797 1.2405 0.008 -0.016 0.012
H 7.7909 -0.8807 0.1529 0.026 -0.009 -0.003
H 7.0428 1.2312 -0.8728 0.012 0.013 -0.011
H -2.5036 4.5999 -2.4411 0.002 0.016 0.007
H -4.9347 4.3297 -2.3004 -0.010 0.017 0.002
H -5.9269 2.0586 -2.5373 -0.010 0.003 -0.001
H -4.4527 0.0991 -2.8404 0.000 -0.020 0.002
C 1.7871 0.1853 3.2180 -0.065 0.019 -0.023
C 0.5020 -0.6193 3.0347 0.041 -0.037 -0.044
C 0.8723 -2.0408 2.6146 -0.018 0.052 0.014
C -0.2778 -0.6404 4.3455 -0.066 -0.004 -0.044
Sb -0.6668 0.2557 1.3901 -0.090 0.195 -0.042
C -2.7317 -0.4252 1.6953 0.019 -0.068 0.059
C -3.4386 0.2701 2.8552 0.034 0.011 0.013
C -2.6908 -1.9345 1.9362 0.057 0.044 0.025
C -3.4917 -0.1526 0.3981 0.039 0.015 -0.021
C -0.6970 2.4206 1.7597 0.033 -0.042 0.173
C -1.8498 3.0138 0.9538 -0.002 -0.042 0.002
C -0.8463 2.8114 3.2290 -0.017 -0.045 -0.014
C 0.6239 2.9677 1.2142 -0.016 -0.031 -0.008
H 2.4140 -0.3193 3.9600 0.012 -0.018 0.022
H 1.6007 1.1947 3.5824 0.008 0.017 0.004
H 2.3673 0.2508 2.2994 0.027 0.020 -0.023
H 1.5154 -2.4822 3.3834 0.019 -0.012 0.030
H 1.4067 -2.0478 1.6648 -0.016 0.023 0.007
H -0.0004 -2.6820 2.4948 -0.029 -0.011 -0.021
H 0.3797 -1.0022 5.1426 0.030 -0.016 0.017
H -1.1295 -1.3183 4.2960 0.011 0.056 0.059
H -0.6369 0.3472 4.6365 0.011 0.012 0.015
H -3.0168 -0.0045 3.8227 0.027 0.023 -0.005
H -4.4917 -0.0297 2.8566 -0.023 -0.049 0.021
H -3.4158 1.3553 2.7651 -0.041 -0.012 0.003
H -2.2407 -2.1776 2.8987 -0.022 -0.041 -0.028
H -2.1306 -2.4492 1.1529 -0.036 -0.024 -0.048
H -3.7153 -2.3201 1.9528 -0.023 -0.015 -0.041
H -3.6667 0.9100 0.2240 0.047 0.017 -0.004
H -4.4691 -0.6438 0.4525 -0.048 0.033 0.019
H -2.9817 -0.5619 -0.4756 0.013 -0.046 -0.029
H -2.8183 2.8010 1.4080 -0.004 0.007 -0.053
H -1.8697 2.6559 -0.0774 0.002 -0.007 -0.008
H -1.7379 4.1026 0.9161 -0.006 0.042 0.010
H -1.7355 2.3790 3.6884 -0.001 0.011 0.004
H -0.9364 3.9004 3.3029 0.012 0.036 -0.010
H 0.0183 2.5190 3.8237 0.012 -0.013 0.018
H 0.7166 2.8023 0.1400 0.017 -0.018 -0.041
H 1.4934 2.5257 1.7038 0.016 0.002 0.011
H 0.6641 4.0486 1.3856 -0.004 0.033 -0.001
C -2.5323 -3.2069 -2.1495 -0.039 0.028 0.029
C -1.2398 -3.9583 -2.1129 -0.086 -0.050 -0.119
C -1.1012 -5.1461 -2.8134 -0.028 0.036 -0.008
C 0.0914 -5.8536 -2.7890 -0.014 -0.035 -0.018
C 1.1755 -5.3691 -2.0736 -0.007 0.067 0.043
C 1.0905 -4.1648 -1.3916 0.030 -0.089 0.010
C 2.2758 -3.6441 -0.6355 -0.009 0.024 -0.027
C -0.1372 -3.4429 -1.3827 0.240 -0.082 0.162
N -0.2377 -2.3300 -0.5865 -0.250 0.342 -0.238
H -3.2737 -3.7465 -2.7379 -0.013 -0.016 0.008
H -2.4181 -2.2093 -2.5866 0.001 -0.029 0.005
H -2.9198 -3.0608 -1.1389 0.008 0.039 0.011
H -1.9410 -5.5278 -3.3808 -0.023 -0.012 -0.003
H 0.1748 -6.7874 -3.3302 0.003 -0.012 -0.011
H 2.1030 -5.9282 -2.0551 0.022 0.003 -0.004
H 3.1330 -4.3036 -0.7654 0.029 0.006 -0.020
H 2.0602 -3.5624 0.4296 -0.001 -0.058 -0.007
H 2.5483 -2.6434 -0.9764 0.023 0.031 0.000
```
Forces are in eV/Å.